Entry 1
{
  "formula": "C21H23ClN4O2",
  "method": "ωB97M-V with the def2-TZVPD basis set",
  "spin_multiplicity": 1,
  "total_charge": 0,
  "gap_ev": 9.061,
  "lumo_ev": 0.629,
  "smiles": "Cc1nn(Cc2ccccc2Cl)c(C)c1NC(=O)c1noc2c1CCCCC2",
  "elements": ["O", "C", "H", "H", "C", "C", "H", "H", "H", "H", "H", "H", "C", "N", "H", "H", "C", "C", "H", "C", "N", "H", "H", "Cl", "H", "C", "H", "H", "C", "C", "C", "O", "C", "H", "C", "C", "C", "N", "C", "C", "H", "C", "N", "H", "H", "C", "H", "H", "H", "C", "C"],
  "xyz": [[0.6900, 0.1440, -1.8865], [-1.8277, -4.5127, -0.2700], [0.9670, -4.0152, 1.1561], [1.3449, 2.4520, -2.5795], [1.7962, 0.7529, -1.4242], [-2.3609, 0.7569, -0.9188], [-2.8515, -4.6410, -0.6076], [2.0765, 2.7931, -1.0117], [-1.3449, 3.8045, -1.9575], [0.9124, -0.6413, 2.2225], [4.3110, -0.7842, 0.0905], [5.5372, 1.2516, 0.0431], [-1.9162, 1.7451, -1.7761], [-2.2037, -1.2579, 1.1252], [-2.9917, 0.2099, 2.3788], [-4.0555, -0.4095, 1.0921], [-0.0708, -0.2591, 1.9570], [2.1163, 2.1295, -1.8793], [-1.5902, -5.2981, 0.4475], [-1.6763, -3.1723, 0.3518], [-2.6933, -2.3531, 0.5446], [-1.7348, 1.5110, -2.8130], [3.5132, 0.2742, 1.2450], [-2.6484, 2.7228, 2.5516], [3.4174, 1.9352, -3.5904], [1.6164, -1.2372, -0.5336], [4.0998, 2.2590, 0.0096], [-1.7617, 4.3089, 0.4204], [-3.0335, -0.1030, 1.3315], [-1.9281, 3.3149, 0.0350], [4.5241, 1.3232, -0.3561], [3.0017, -2.9776, 0.2707], [-0.8675, -1.3351, 1.3173], [4.4736, 0.3143, -2.2499], [3.7231, 0.1328, 0.1799], [2.4459, -0.0814, -0.5542], [4.5746, 1.3389, -1.8880], [0.5848, -1.0812, -1.3277], [-1.6959, 3.0258, -1.2975], [-2.3743, 2.3160, 0.8862], [-0.5649, 0.1008, 2.8585], [3.5016, 2.2206, -2.5403], [0.8097, -3.0956, 0.7629], [3.8195, 3.2646, -2.5086], [0.0549, 0.5887, 1.2817], [1.8833, -2.5029, 0.1974], [-1.1510, -4.6071, -1.1176], [-2.5175, -0.2465, -1.2842], [5.5483, 1.7018, -2.2221], [-0.4874, -2.5704, 0.8179], [-2.5960, 1.0227, 0.4261]],
  "mulliken_charge": [-0.1621, -1.3264, 0.2746, 0.2400, 0.6933, 0.0120, 0.3604, 0.3659, 0.4523, 0.3951, 0.4437, 0.4010, -0.7477, 1.0610, 0.6499, 0.2837, -1.9317, -0.8914, 0.2960, 0.4125, -1.3215, 0.3842, 0.2424, -0.2431, 0.3725, -0.2899, 0.4183, 0.4532, -1.4991, -0.6044, -0.9567, -0.6691, 0.4473, 0.3792, -0.4997, 1.0247, -0.7281, -0.6397, -0.3940, 0.6403, 0.5657, -0.8708, -0.0308, 0.3545, 0.1664, 0.0296, 0.3130, 0.4144, 0.3922, 0.8218, 0.0451]
}


Entry 2
{
  "formula": "C21H23ClN4O2",
  "method": "ωB97M-V with the def2-TZVPD basis set",
  "spin_multiplicity": 1,
  "total_charge": 0,
  "gap_ev": 8.052,
  "lumo_ev": 0.071,
  "smiles": "COc1ccc([C@@H](CNC(=O)/C=C/c2c(Cl)nc3ccccn23)N(C)C)cc1",
  "elements": ["C", "O", "H", "H", "C", "H", "N", "H", "C", "H", "H", "C", "H", "C", "C", "H", "H", "H", "H", "H", "C", "C", "H", "C", "H", "H", "H", "H", "N", "H", "C", "C", "C", "C", "H", "N", "C", "N", "C", "O", "C", "H", "C", "C", "C", "Cl", "H", "H", "C", "C", "H"],
  "xyz": [[-0.6124, 2.1820, 0.6505], [5.5887, -3.8984, -1.5824], [-4.4139, 3.5130, 1.3227], [4.3253, -3.1095, -3.6114], [3.7579, -2.9718, -2.7046], [-0.0018, -1.6200, -0.5500], [-1.4426, 4.7573, 4.2067], [-3.5224, 6.0458, 5.4690], [-0.8931, 4.0048, 3.2515], [0.3433, 2.2564, 1.1424], [-2.5372, -2.3153, -2.9975], [-5.2784, 4.7214, 2.8730], [5.6525, -5.1224, 0.0929], [-1.7146, 2.7827, 1.1230], [-3.7623, 5.5065, 4.5687], [7.1895, -4.7144, -0.7081], [-0.6229, -4.1600, -1.3823], [1.2487, 0.8267, -0.3203], [-6.2766, 4.6732, 2.4700], [1.8015, -2.5324, 0.5675], [-2.7307, 4.8407, 3.8993], [-5.0294, 5.4451, 4.0559], [-1.1403, -4.2075, -3.0813], [-1.9027, -1.9422, -2.1947], [0.5786, -4.0909, -2.6914], [-2.6202, 2.6369, 0.5460], [-5.8447, 5.9476, 4.5510], [-2.2621, -2.3608, -1.2407], [-0.5298, -2.3283, -2.4708], [4.0320, -3.4932, 0.6335], [6.2196, -4.3264, -0.4008], [3.6192, -3.2002, -0.3191], [2.4966, -2.4217, -2.7288], [-4.2649, 4.0775, 2.2296], [6.3680, -3.4979, 0.2996], [-3.0105, 4.1349, 2.7328], [4.3365, -3.3675, -1.4958], [0.4576, 0.7782, -0.9423], [2.3466, -2.6507, -0.3589], [-1.7305, 1.2701, -1.2350], [-1.8261, 3.5832, 2.2963], [-2.0046, -0.8612, -2.1453], [0.5363, -0.1464, -2.0432], [-0.7052, 1.3785, -0.5812], [-0.4171, -3.7719, -2.3932], [0.7641, 3.6616, 3.2884], [1.4887, -0.0034, -2.5575], [-0.2731, 0.0992, -2.7312], [0.3992, -1.6258, -1.5830], [1.7670, -2.2564, -1.5524], [2.0525, -2.1266, -3.6674]],
  "mulliken_charge": [-1.1693, -0.4597, 0.3133, 0.4375, -0.7096, 0.3022, -0.7385, 0.4528, 0.4235, 0.2354, 0.3687, -0.7655, 0.3417, 0.0176, -0.6982, 0.2421, 0.3331, 0.2621, 0.3791, 0.3648, 0.5457, -0.0859, 0.3533, -1.0694, 0.3011, 0.2959, 0.4169, 0.3130, -0.1443, 0.4179, -0.8482, -0.4397, -0.2563, 0.0050, 0.3375, 0.0841, 0.8698, -0.0648, -0.7733, -0.7455, 0.4540, 0.3587, -1.7269, 0.7436, -0.9640, -0.2165, 0.3844, 0.6179, 0.6503, -0.2206, 0.4729]
}


Among the structures above, stability is smallest for entry 2.